Molecular formula: C4H8NPS3
Method: DFT, ωB97M-V/def2-TZVPD

## Properties
**Energy above the lowest of the compared OMol25 structures with the same formula, charge and spin**: 0.0000 eV
**Frontier orbital gap**: 8.7 eV
**LUMO**: 0.3 eV

```
17
C4H8NPS3 | the OMol25 dataset | ωB97M-V/def2-TZVPD
C 1.00546 -0.35560 -1.15527
C 1.76034 -1.94538 -2.68813
C -2.02422 1.38465 0.49996
C 0.08401 0.79364 2.42879
N 0.68077 0.56101 -0.36667
P -0.63688 0.25879 0.92127
S -1.21842 -1.61300 1.07201
S 2.16865 -0.14703 -2.43799
S 0.58209 -2.14494 -1.32068
H 1.41084 -1.89840 -3.76916
H 2.48778 -2.79151 -2.60998
H -1.63052 2.43379 0.39716
H -2.61214 1.00231 -0.27699
H -2.76211 1.53556 1.30310
H 0.52472 1.76164 2.06072
H -0.74918 0.97232 3.20160
H 0.92882 0.19214 2.74024
```

---

Molecular formula: C2H2N2
Method: DFT, ωB97M-V/def2-TZVPD

## Properties
**Energy above the lowest of the compared OMol25 structures with the same formula, charge and spin**: 2.6898 eV
**SMILES**: C=NC#N
**Frontier orbital gap**: 11.6 eV
**LUMO**: 0.2 eV

```
6
C2H2N2 | the OMol25 dataset | ωB97M-V/def2-TZVPD
C 0.77321 0.37731 -0.04228
N 0.45414 -0.82109 0.01473
C -1.22125 -0.77680 0.00178
N -2.15588 -0.08434 -0.00367
H 0.26586 1.34469 0.01794
H 1.88392 -0.03978 0.01150
```

---

Quick rundown of strongest force on any atom, same order as above: 3.304; 6.981 eV/Å
Quick rundown of E_HOMO, same order as above: -8.430; -11.413 eV